(1)
ORCA calculation (ωB97M-V/def2-TZVPD) on a 2-piece molecular cluster, C13H20NO overall.

```
35
Properties=species:S:1:pos:R:3:forces:R:3:mulliken_charge:R:1
C -0.36744 0.14317 -3.62835 1.591 -0.944 0.972 -0.598
C -1.46308 -0.10887 -2.96917 -2.735 -0.687 1.267 -0.539
C 0.85832 -0.41073 -3.09763 1.889 -0.905 -0.255 -0.324
C -1.58912 -0.97827 -1.68582 -0.329 1.144 0.375 -0.728
C 0.98251 -0.99362 -1.90154 -1.504 -0.618 0.190 -0.786
C -0.18647 -1.17665 -1.04066 -1.681 0.952 -1.000 1.118
C -0.12757 -1.20843 0.26535 -1.064 -1.533 0.915 -0.455
C -0.61436 -1.54793 1.59831 -0.638 1.583 1.213 1.475
C -1.13610 -2.86617 1.87623 -3.453 -4.383 -0.946 -1.833
C -1.08608 -0.57051 2.71080 0.687 -0.383 0.820 -1.296
C 0.68367 3.13082 1.35171 1.013 -0.245 0.182 -1.138
C 1.58494 2.57032 -1.02352 -0.888 -0.970 0.566 -1.129
C 0.99959 2.15326 0.28316 0.602 -1.117 -0.149 0.696
N 0.83425 -1.50595 1.31264 0.368 1.057 -1.000 -0.163
O 0.91218 0.96931 0.53862 -0.009 -0.323 0.396 -0.589
H -0.30610 0.56319 -4.58407 -0.320 0.899 -1.106 0.539
H -2.40542 0.20616 -3.40465 -0.106 -0.047 0.132 0.411
H 1.74640 -0.49377 -3.74307 -0.438 0.489 0.213 0.391
H -2.21934 -1.87644 -1.93254 1.183 0.303 0.003 0.412
H 1.81941 -1.52398 -1.53103 1.276 -0.014 -0.175 0.444
H -2.29525 -2.89171 1.96175 1.800 0.693 -0.035 0.386
H -0.84692 -3.47323 2.75486 0.455 1.079 -0.040 0.433
H -1.04936 -3.60209 1.03307 0.450 0.779 0.389 0.395
H -1.87934 0.05949 2.39054 -1.160 0.040 -0.524 0.373
H -0.37247 0.21359 3.03463 0.209 -0.903 -0.163 0.306
H -1.42659 -1.20812 3.59007 0.516 1.094 -1.054 0.381
H -0.23516 2.89771 1.89665 -0.107 0.628 -0.493 0.296
H 1.45966 2.82270 2.05349 0.189 0.235 0.425 0.339
H 0.97583 4.13076 1.04741 -0.936 0.338 0.288 0.373
H 2.42693 2.01377 -1.36646 0.853 -0.629 0.428 0.329
H 1.83327 3.56501 -0.86713 0.297 2.106 -0.927 0.447
H 0.85516 2.29496 -1.77104 -0.568 0.801 -0.416 0.198
H -2.26950 -0.50472 -0.89353 0.977 -0.182 -1.200 0.336
H 1.43320 -2.28254 1.22373 0.643 -1.318 0.106 0.286
H 1.24526 -0.63455 1.55451 0.940 0.982 0.601 0.211
```
Positions in Å, forces in eV/Å.

Summary:
HOMO energy in eV: -11.61
Net charge: +1
Frontier orbital gap in eV: 8.592

***

(2)
ORCA calculation (ωB97M-V/def2-TZVPD) on C19H28AlIN3O3S as an isolated structure.

```
56
Properties=species:S:1:pos:R:3:forces:R:3:mulliken_charge:R:1
Al -0.77852 0.41503 -0.10174 0.074 0.122 -0.044 0.001
O -0.03473 1.90351 -0.82932 -0.013 0.018 0.009 -0.211
N 1.03400 1.78445 -1.65228 -0.001 -0.044 0.027 0.227
C 2.23421 1.60079 -1.04780 -0.020 0.029 -0.013 -0.289
C 3.37159 1.46342 -1.78224 -0.010 0.000 -0.009 -0.976
C 3.26282 1.53136 -3.18252 0.006 0.008 -0.001 -0.197
C 2.04800 1.75293 -3.76260 -0.002 0.003 -0.014 -0.798
C 0.85702 1.90998 -3.00220 0.003 -0.026 0.001 0.397
S -0.64803 2.20556 -3.70740 0.019 0.011 0.001 -0.438
H 2.20002 1.58334 0.03354 0.008 0.013 0.006 0.573
H 4.31612 1.32878 -1.27665 -0.002 -0.007 0.001 0.476
H 4.14336 1.42265 -3.80244 -0.002 -0.002 -0.001 0.402
H 1.93862 1.82361 -4.83447 0.001 0.002 0.000 0.450
C 0.12715 -1.51464 -2.74902 -0.020 0.024 -0.012 -0.875
C -1.15500 -1.76046 -1.96497 0.001 -0.011 0.009 0.597
C -1.02144 -2.95947 -1.03533 -0.003 -0.022 -0.022 -1.334
O -1.53947 -0.61369 -1.24570 0.004 -0.075 0.001 -0.082
H 0.41430 -2.39560 -3.32695 -0.009 -0.005 0.006 0.563
H 0.94547 -1.28258 -2.05868 -0.003 0.005 -0.016 -0.105
H -0.00595 -0.67424 -3.43066 0.013 -0.006 0.004 0.162
H -1.95518 -1.97440 -2.68486 -0.003 0.011 -0.003 0.277
H -0.18526 -2.81893 -0.34622 -0.004 0.011 0.007 0.111
H -0.84196 -3.87382 -1.60542 0.002 0.001 0.006 0.446
H -1.93413 -3.08852 -0.45238 0.001 0.005 0.002 0.319
C -2.40803 3.93479 -0.99103 -0.007 -0.023 0.010 -0.681
N -3.67290 3.19553 -1.28774 -0.006 0.027 0.008 0.078
C -4.02470 3.30882 -2.72714 0.005 -0.014 -0.003 -0.661
C -3.61122 1.74163 -0.86158 -0.001 0.017 -0.004 -0.838
C -3.36893 1.65005 0.62029 -0.021 -0.012 -0.011 1.000
C -4.37357 2.09942 1.47626 -0.014 -0.005 0.001 -0.736
C -4.16019 2.14187 2.84471 0.017 -0.006 -0.002 -0.730
C -2.93637 1.72626 3.35117 -0.012 0.001 -0.008 -0.747
C -1.95486 1.25082 2.49166 0.001 0.015 0.004 -0.289
C -2.13806 1.19146 1.10509 0.021 -0.030 0.041 -0.081
H -2.56280 4.98021 -1.24871 0.010 0.003 -0.009 0.421
H -1.61828 3.48973 -1.59414 0.008 0.010 -0.004 0.100
H -2.17913 3.82497 0.06485 -0.005 0.011 -0.002 0.345
H -4.41246 3.62291 -0.73092 -0.003 -0.006 -0.002 0.390
H -3.22217 2.84260 -3.29536 -0.015 0.015 0.009 0.184
H -4.10807 4.36033 -2.99044 0.001 -0.001 -0.007 0.344
H -4.96779 2.79658 -2.90221 -0.001 0.003 -0.003 0.319
H -2.82806 1.27696 -1.46219 -0.005 -0.008 0.003 0.165
H -4.57196 1.31230 -1.15169 -0.002 0.002 0.004 0.478
H -5.34045 2.40315 1.07935 0.006 0.002 -0.004 0.397
H -4.94116 2.48936 3.50854 0.001 0.001 0.002 0.393
H -2.75099 1.76513 4.41722 -0.001 -0.002 0.001 0.446
H -1.00840 0.93283 2.91618 0.004 -0.005 -0.001 0.352
N 2.44877 -1.61501 0.56502 0.018 0.005 0.003 -0.302
C 1.48821 -1.01722 1.32368 0.003 0.070 0.012 1.127
O 0.58598 -0.36816 0.67242 -0.029 -0.114 -0.001 -0.259
C 1.52202 -1.07118 2.70882 -0.002 0.000 0.002 -1.763
I 2.94471 1.29161 2.96422 0.005 -0.001 0.000 -0.320
H 2.54731 -1.26864 -0.37639 0.000 -0.009 0.012 0.158
H 3.30331 -1.87511 1.02863 -0.007 -0.002 0.002 0.261
H 2.24740 -1.69438 3.20685 -0.005 -0.005 0.000 0.402
H 0.66363 -0.73118 3.26246 -0.007 -0.003 0.003 0.350
```
Positions in Å, forces in eV/Å.

Summary:
HOMO energy (alpha / beta) in eV: -6.88 / -7.59
Multiplicity: 2
Frontier orbital gap (alpha / beta) in eV: 6.900 / 6.832

***

Sequential DFT total energy output: -636.9724, -2069.1947 hartree
Sequential energy relative to the best compared isomer or geometry (same formula, charge and spin) output: 99.7, 0.0 kcal/mol